Entry 1:
{
  "formula": "C5H11N2O",
  "method": "ωB97M-V/def2-TZVPD",
  "symbols": ["C", "C", "C", "C", "C", "N", "N", "O", "H", "H", "H", "H", "H", "H", "H", "H", "H", "H", "H"],
  "coordinates": [[0.211, -0.511, -1.907], [0.381, 1.512, -0.640], [0.099, -0.159, 0.339], [1.107, -0.437, 1.466], [-1.379, 0.110, 0.784], [0.127, -1.055, -0.712], [0.345, 0.805, -1.884], [-2.002, -1.108, 0.970], [0.287, -0.975, -2.777], [-0.411, 2.171, -0.183], [1.399, 1.879, -0.319], [1.044, 0.205, 2.290], [2.087, -0.288, 0.873], [1.023, -1.424, 1.722], [-1.860, 0.532, -0.111], [-1.320, 0.840, 1.537], [-0.139, -1.997, -0.552], [0.614, 1.446, -2.709], [-1.614, -1.545, 1.813]],
  "forces_ev_per_angstrom": [[0.35, 3.19, 4.05], [0.88, -3.53, 4.65], [-0.95, 5.46, 1.75], [1.46, 1.67, -4.63], [1.65, -0.88, -3.04], [0.43, -0.32, -2.20], [0.37, 2.96, -2.30], [0.41, -1.75, 3.07], [-0.03, -2.47, -3.67], [0.47, -0.68, -1.60], [-1.04, -0.28, -0.89], [-0.18, 1.00, 1.05], [-1.00, -0.40, 1.63], [0.01, -2.61, 0.99], [-0.19, 0.10, 0.44], [-0.51, 0.72, 1.56], [-0.15, -0.93, -0.17], [-0.74, -2.24, 1.19], [-1.22, 0.99, -1.90]],
  "e_homo_ev": -13.889,
  "gap_ha": 0.377,
  "charge": 1,
  "de_lowest_kcal_mol": 74.2,
  "lumo_ev": -3.63
}

Entry 2:
{
  "formula": "C4H9N",
  "method": "ωB97M-V/def2-TZVPD",
  "symbols": ["C", "C", "C", "N", "C", "H", "H", "H", "H", "H", "H", "H", "H", "H"],
  "coordinates": [[-1.928, 0.244, -0.455], [-0.350, 0.473, 0.547], [-0.084, -0.974, 0.877], [0.775, -0.149, 0.092], [2.090, 0.085, -0.431], [-2.839, 0.184, 0.175], [-1.878, 1.209, -0.910], [-2.144, -0.467, -1.305], [-0.336, 1.442, 1.056], [-1.063, -1.140, 0.262], [0.357, -1.361, 1.812], [2.774, 0.521, 0.316], [2.532, -0.852, -0.785], [2.032, 0.779, -1.279]],
  "forces_ev_per_angstrom": [[0.74, 1.48, 0.22], [-1.69, 0.26, -1.29], [-0.31, 0.42, -0.06], [-0.72, -0.03, -0.77], [-0.07, -0.01, 0.01], [0.80, 0.22, 0.14], [-0.64, 0.80, -0.52], [1.20, 0.26, 0.92], [-0.20, -0.52, 0.20], [2.05, -2.81, 1.46], [-0.89, 0.08, -0.38], [-0.14, -0.10, -0.12], [-0.15, 0.13, 0.04], [0.01, -0.15, 0.13]],
  "e_homo_ev": -7.797,
  "smiles": "C[C@H]1CN1C",
  "gap_ha": 0.325,
  "de_lowest_kcal_mol": 114.2,
  "lumo_ev": 1.06
}

Entry 3:
{
  "formula": "C4H6AgN2O",
  "method": "ωB97M-V/def2-TZVPD",
  "symbols": ["Ag", "O", "C", "N", "C", "C", "N", "C", "H", "H", "H", "H", "H", "H"],
  "coordinates": [[1.261, -0.094, 3.373], [2.001, 1.256, 4.600], [-0.770, -0.822, -2.098], [-0.332, -0.267, -0.838], [-0.265, 1.067, -0.497], [0.207, 1.111, 0.780], [0.428, -0.168, 1.229], [0.099, -0.961, 0.244], [-1.052, -0.008, -2.761], [-1.635, -1.470, -1.956], [0.029, -1.395, -2.569], [-0.550, 1.842, -1.187], [0.421, 1.948, 1.425], [0.157, -2.038, 0.256]],
  "forces_ev_per_angstrom": [[0.31, 0.99, 0.12], [-0.19, -0.66, -0.09], [0.00, -0.02, 0.01], [0.01, 0.04, 0.00], [0.00, 0.03, -0.01], [0.03, -0.07, 0.02], [-0.11, -0.29, 0.01], [-0.01, -0.03, -0.02], [0.00, 0.00, -0.01], [0.00, 0.01, -0.01], [0.00, 0.01, -0.01], [0.00, -0.01, -0.01], [-0.02, 0.01, -0.03], [-0.01, -0.01, 0.00]],
  "e_homo_ev": -1.167,
  "gap_ha": 0.135,
  "charge": -1,
  "lumo_ev": 2.50
}

Entry 4:
{
  "formula": "CBeNO5S2",
  "method": "ωB97M-V/def2-TZVPD",
  "symbols": ["Be", "N", "S", "O", "S", "O", "O", "O", "C", "O"],
  "coordinates": [[0.767, -0.385, 0.326], [-1.797, 0.015, -1.178], [-0.539, -0.254, -2.003], [0.443, -1.166, -1.291], [-1.860, -0.015, 0.626], [-0.558, -0.569, 1.225], [-3.210, -0.380, 1.091], [2.624, 1.768, 1.012], [1.873, 0.870, 0.615], [2.256, 0.116, -0.422]],
  "forces_ev_per_angstrom": [[1.72, 0.67, -0.87], [-0.18, -1.19, -0.33], [0.31, -0.78, 1.49], [-1.53, 0.29, -0.69], [-0.67, 4.82, 0.68], [-1.41, -2.24, -0.78], [1.61, -1.77, -0.57], [-1.12, -0.11, 0.39], [2.29, 1.09, -0.15], [-1.01, -0.79, 0.83]],
  "e_homo_ev": [-3.262, -3.263],
  "gap_ha": [0.181, 0.181],
  "charge": -1,
  "de_lowest_kcal_mol": 27.5,
  "lumo_ev": [1.65, 1.65]
}

Entry 5:
{
  "formula": "C30H27NO3",
  "method": "ωB97M-V/def2-TZVPD",
  "symbols": ["O", "C", "C", "C", "C", "C", "C", "C", "C", "C", "C", "C", "C", "C", "C", "C", "C", "C", "C", "C", "C", "C", "N", "C", "C", "C", "C", "C", "C", "C", "C", "C", "O", "O", "H", "H", "H", "H", "H", "H", "H", "H", "H", "H", "H", "H", "H", "H", "H", "H", "H", "H", "H", "H", "H", "H", "H", "H", "H", "H", "H"],
  "coordinates": [[-1.750, -0.364, -0.618], [-0.917, -0.449, 0.258], [0.489, -0.983, 0.043], [1.405, 0.099, -0.592], [1.171, 0.315, -2.083], [0.282, -0.428, -2.846], [0.160, -0.200, -4.208], [0.924, 0.768, -4.832], [1.811, 1.519, -4.079], [1.932, 1.292, -2.722], [2.864, -0.339, -0.501], [3.220, -1.654, -0.783], [4.544, -2.054, -0.765], [5.545, -1.143, -0.477], [5.207, 0.172, -0.216], [3.882, 0.571, -0.233], [1.125, 1.366, 0.203], [1.617, 1.497, 1.499], [1.319, 2.610, 2.262], [0.500, 3.602, 1.751], [-0.023, 3.465, 0.478], [0.286, 2.356, -0.291], [-1.180, -0.087, 1.537], [-2.427, 0.534, 1.903], [-3.396, -0.490, 2.551], [-3.614, -1.631, 1.599], [-4.585, -1.547, 0.610], [-4.740, -2.569, -0.308], [-3.923, -3.685, -0.251], [-2.953, -3.776, 0.732], [-2.800, -2.754, 1.651], [-2.158, 1.631, 2.909], [-1.207, 1.654, 3.644], [-3.122, 2.549, 2.931], [0.423, -1.860, -0.598], [0.922, -1.281, 0.999], [-0.357, -1.168, -2.395], [-0.543, -0.787, -4.780], [0.827, 0.941, -5.894], [2.411, 2.285, -4.550], [2.626, 1.887, -2.148], [2.462, -2.380, -1.030], [4.793, -3.082, -0.984], [6.579, -1.455, -0.463], [5.978, 0.897, 0.000], [3.645, 1.604, -0.027], [2.250, 0.723, 1.912], [1.716, 2.697, 3.262], [0.266, 4.473, 2.346], [-0.678, 4.225, 0.076], [-0.138, 2.257, -1.279], [-0.450, -0.043, 2.233], [-2.889, 0.940, 0.997], [-2.953, -0.849, 3.482], [-4.336, 0.017, 2.774], [-5.217, -0.673, 0.556], [-5.496, -2.492, -1.076], [-4.039, -4.480, -0.972], [-2.311, -4.644, 0.781], [-2.039, -2.826, 2.416], [-2.940, 3.224, 3.606]],
  "forces_ev_per_angstrom": [[-0.19, 0.07, -0.41], [0.19, -0.33, 0.35], [-0.09, 0.08, -0.26], [-0.01, -0.07, 0.03], [-0.15, -0.01, -0.21], [0.03, -0.01, 0.10], [0.01, -0.01, -0.19], [-0.09, -0.05, -0.09], [0.09, 0.09, 0.04], [-0.06, 0.01, -0.08], [0.17, -0.03, 0.20], [-0.04, 0.02, 0.07], [0.04, -0.09, -0.03], [0.09, -0.02, 0.00], [0.09, 0.03, -0.02], [0.03, 0.00, 0.02], [0.15, 0.25, -0.04], [0.02, 0.09, 0.02], [0.07, -0.05, 0.03], [-0.02, 0.12, -0.01], [-0.08, 0.12, 0.09], [0.05, -0.09, -0.04], [-0.12, 0.17, 0.50], [-0.18, -0.04, 0.02], [0.08, 0.12, -0.29], [-0.12, -0.03, 0.18], [0.02, -0.06, 0.07], [-0.07, 0.03, -0.07], [0.01, -0.07, -0.08], [0.09, -0.09, -0.04], [-0.06, 0.01, 0.05], [0.36, -0.09, 0.00], [0.04, -0.09, 0.15], [-0.59, 0.36, -0.16], [-0.02, -0.05, 0.08], [0.03, -0.02, -0.03], [-0.05, -0.04, 0.09], [-0.06, -0.05, -0.05], [-0.01, 0.01, -0.08], [0.05, 0.06, -0.03], [0.07, 0.05, 0.03], [-0.11, -0.08, -0.03], [0.02, -0.08, -0.02], [0.08, -0.03, 0.00], [0.06, 0.06, 0.02], [-0.01, 0.04, 0.01], [0.08, -0.05, 0.03], [0.01, 0.00, 0.10], [-0.02, 0.07, 0.05], [-0.05, 0.07, -0.04], [-0.03, 0.00, -0.08], [0.04, 0.01, -0.15], [0.08, -0.01, 0.16], [-0.03, 0.04, 0.02], [-0.01, -0.03, 0.07], [-0.08, 0.11, -0.01], [-0.07, 0.01, -0.06], [-0.02, -0.06, -0.05], [0.04, -0.07, 0.01], [0.05, 0.00, 0.09], [0.19, -0.28, -0.03]],
  "e_homo_ev": -8.641,
  "smiles": "O=C(CC(c1ccccc1)(c1ccccc1)c1ccccc1)N[C@@H](Cc1ccccc1)C(=O)O",
  "gap_ha": 0.339,
  "de_lowest_kcal_mol": 0.0,
  "lumo_ev": 0.58
}